3 unconnected molecules or ions with the total composition C22H41BN4O7P, computed with wB97M-V/def2-TZVPD.

```
76
Properties=species:S:1:pos:R:3:forces:R:3:mulliken_charge:R:1
P 1.534 -1.228 -2.223 0.8 -0.9 0.0 0.2036
O 2.110 1.997 2.217 -0.8 -0.1 0.6 -0.6921
O 0.496 2.097 -5.865 0.0 -0.1 0.1 -0.5683
O -6.724 -3.686 3.624 0.0 0.0 0.0 -0.3143
O 1.746 1.899 -7.736 0.0 0.0 0.0 -0.3413
O -7.786 -1.694 3.695 0.0 0.0 0.0 -0.5311
O -5.552 -1.900 3.944 0.1 0.0 0.0 -0.3077
O 2.674 2.682 -5.953 0.0 0.0 0.0 -0.3441
N 1.148 -0.114 -0.888 -0.8 -0.1 -0.4 0.6618
N 2.982 -1.768 -2.143 -0.3 0.2 -0.2 -0.6611
N 1.189 -2.014 0.353 0.4 0.7 1.3 -0.0958
N 0.684 0.099 1.424 -1.0 0.5 -0.4 1.3781
C 3.605 1.456 -0.842 -0.1 0.1 0.1 -0.1905
C -6.792 -2.365 3.749 0.0 0.0 0.0 0.7828
C 2.158 -4.377 2.309 -0.2 0.2 -0.2 -0.6786
C 2.365 2.073 -0.929 -0.2 -0.1 0.2 1.5698
C 0.601 1.380 -8.424 -0.1 0.0 -0.2 -0.6229
C 1.075 1.321 -1.186 0.6 0.3 -0.6 -1.7491
C 1.535 2.216 -6.469 0.1 0.0 0.0 0.8031
C 4.726 2.236 -0.590 0.3 -0.1 0.0 -0.9714
C -1.065 0.810 2.979 -0.2 -0.5 -0.3 -1.8386
C 0.978 -0.634 0.305 0.4 -0.2 0.2 -1.0163
C -5.484 -0.483 4.098 0.1 0.2 0.0 -0.5891
C 2.819 -0.307 2.931 -0.3 0.0 -0.8 -0.8616
C 2.265 3.451 -0.784 -0.1 0.1 0.0 -0.5475
C 2.563 3.080 -4.591 0.1 0.1 0.2 -0.2810
C -2.548 -0.823 1.049 -0.1 0.6 0.0 -1.4407
C -1.717 0.387 0.569 -0.4 -0.1 0.2 -0.4590
C -0.611 0.851 1.514 0.0 0.8 0.1 -0.0877
C 3.386 4.218 -0.535 0.3 0.1 0.0 -0.9387
C 4.631 3.607 -0.430 -0.2 0.0 0.0 -0.6355
C 1.049 -4.159 1.584 0.5 0.1 0.1 -0.5990
C 0.479 -2.756 1.436 0.9 -0.8 -1.2 -0.0514
C -7.990 -4.323 3.410 -0.1 -0.2 0.0 -0.6282
B 1.850 0.670 2.183 0.7 -0.5 0.3 0.3627
H 3.711 0.383 -0.944 0.0 0.0 -0.1 0.5295
H -6.054 -0.154 4.963 -0.1 0.0 0.0 0.3879
H -2.414 1.225 0.520 0.1 0.1 -0.1 0.7987
H 0.236 1.806 -0.697 0.0 -0.2 0.2 0.1396
H -2.901 -1.405 0.201 0.2 -0.3 0.1 0.3401
H -1.379 0.248 -0.459 0.2 0.0 0.1 0.1859
H 0.256 0.461 -7.954 0.0 0.0 0.1 0.2945
H -4.435 -0.238 4.247 0.0 -0.1 0.0 0.0807
H 3.003 -3.693 2.236 -0.5 0.7 1.1 0.2651
H 5.693 1.756 -0.509 0.0 0.0 0.0 0.4462
H 3.266 -0.989 2.198 0.2 0.0 0.1 0.2716
H -3.444 -0.448 1.543 0.0 -0.1 0.1 0.2826
H 3.605 0.210 3.471 0.0 -0.1 0.1 0.3480
H 2.217 -0.940 3.586 0.1 0.0 0.2 0.3154
H -0.436 1.914 1.300 0.1 -0.1 -0.3 0.4768
H -5.847 0.018 3.201 -0.1 0.0 0.0 0.3068
H 2.256 -5.187 3.022 0.5 -0.9 -1.1 0.2957
H 3.313 5.290 -0.406 -0.1 0.0 0.0 0.5018
H 0.547 -4.978 1.080 -0.8 -0.1 1.0 0.3743
H -2.032 -1.426 1.790 0.1 -0.3 -0.2 0.3414
H -0.555 -2.887 1.128 -0.1 0.3 0.2 0.2229
H -8.655 -4.143 4.252 0.0 0.1 0.0 0.2995
H -2.131 1.025 3.045 0.0 0.2 0.0 0.4954
H 2.257 2.232 -3.978 -0.1 0.0 0.0 -0.0769
H 1.851 3.896 -4.480 -0.1 -0.1 0.0 0.3222
H -0.200 2.115 -8.443 0.0 0.0 0.1 0.2984
H 1.295 3.931 -0.862 0.0 0.0 0.0 0.5057
H -7.783 -5.385 3.328 0.1 0.0 0.0 0.2194
H 3.542 -1.523 -2.952 0.2 0.0 0.2 0.2647
H -0.520 1.520 3.598 0.1 -0.1 0.1 0.3866
H 0.573 -2.221 -2.055 -0.4 0.3 0.1 0.0698
H 3.545 3.413 -4.271 0.1 0.0 -0.1 0.2814
H 1.178 -0.471 -3.349 -0.2 0.2 0.2 0.1043
H -0.939 -0.204 3.357 0.1 0.1 0.2 0.3078
H -8.448 -3.966 2.490 0.0 0.1 0.0 0.2966
H 0.928 1.171 -9.438 0.1 0.0 0.0 0.2241
H 1.370 2.578 2.007 0.2 0.1 -0.4 0.3189
H 2.189 -2.148 0.518 0.1 -0.3 -0.8 0.2650
H 0.580 -2.278 2.404 -0.3 0.3 -0.1 0.2175
H 5.509 4.202 -0.217 0.0 0.0 0.0 0.4712
H 0.876 1.391 -2.259 -0.2 0.0 0.0 0.8037
```
Forces are in eV/Å.

The largest force on an atom comes out at 1.71 eV/Å. For the LUMO energy, the calculation gives -3.57 eV. The charge is +1. The value obtained for the calculated total energy is -53730.743 eV. The highest occupied orbital energy is -11.954 eV. Its HOMO-LUMO gap is 8.4 eV.

2 unconnected molecules or ions with the total composition C4H14N, computed with wB97M-V/def2-TZVPD.

```
19
Properties=species:S:1:pos:R:3:forces:R:3:nbo_charge:R:1
N -1.597 -1.993 -1.369 -1.2 -0.9 1.2 -0.6796
C 0.131 -0.144 -1.802 -0.1 1.0 0.4 -0.6636
C 0.505 0.921 2.217 1.0 1.9 0.2 -0.6128
C 1.257 2.033 1.413 0.0 -0.8 1.0 -0.6146
C -0.309 -1.321 -0.906 0.3 1.1 -0.6 -0.2260
H 1.923 1.701 0.610 -0.1 -0.2 0.2 0.1956
H -2.402 -1.550 -0.911 0.2 0.7 -0.5 0.4425
H 1.248 0.512 2.926 -0.5 -1.0 -0.9 0.2276
H -0.590 -0.837 0.030 0.1 -0.7 0.1 0.2340
H -1.849 -2.099 -2.354 0.7 0.3 -0.2 0.4516
H -0.147 1.440 2.909 -0.4 0.2 0.0 0.2183
H -1.743 -2.919 -0.946 0.8 -0.2 -0.3 0.4457
H -0.136 0.324 1.604 0.0 -1.1 0.0 0.1616
H 0.496 -2.039 -0.756 -0.5 -0.2 -0.1 0.2495
H 0.182 0.699 -1.117 -0.2 0.3 0.0 0.2464
H 1.139 -0.106 -2.217 -0.1 -1.0 -0.2 0.2614
H 0.591 2.786 1.009 -0.1 0.2 0.1 0.2059
H -0.576 0.181 -2.571 0.0 -0.4 0.0 0.2338
H 1.876 2.411 2.231 0.2 0.8 -0.7 0.2226
```
Forces are in eV/Å.

The largest force on an atom comes out at 2.16 eV/Å. The value obtained for the energy above the lowest of the compared OMol25 structures with the same formula, charge and spin is 129.47 kJ/mol. For the LUMO energy, the calculation gives -3.96 eV. The charge is +1. The value obtained for the calculated total energy is -5857.512 eV. The highest occupied orbital energy is -14.505 eV. Its HOMO-LUMO gap is 10.5 eV.

A molecular structure, C23H49CeN3P4S, computed with wB97M-V/def2-TZVPD.

```
81
Properties=species:S:1:pos:R:3:forces:R:3:mulliken_spin:R:1
Ce 0.207 0.014 0.197 -1.0 2.8 2.3 1.0067
S 0.176 -0.850 -5.349 0.1 0.9 0.5 0.0000
P 2.415 1.631 1.491 1.3 0.9 0.5 -0.0037
P 1.082 1.479 -2.025 0.6 0.8 -1.0 -0.0023
P -1.536 2.334 0.646 -1.1 0.8 0.0 -0.0003
P -0.219 -1.034 2.901 -0.3 0.3 0.8 -0.0021
N -2.744 -1.567 3.932 0.3 0.1 0.1 -0.0005
N -0.864 -2.821 4.925 -0.1 0.7 -0.5 -0.0006
N -1.166 -0.431 5.448 0.0 -0.3 -0.5 -0.0007
C 1.583 -2.030 -0.361 -1.5 -2.7 -2.2 0.0027
C -2.104 -1.237 2.666 -0.1 0.0 0.1 -0.0008
C -2.564 -0.520 4.961 0.6 -0.7 0.2 0.0002
C 0.827 -3.270 -6.341 -0.6 0.5 0.4 0.0000
C -2.112 2.801 2.323 0.2 -0.1 0.1 -0.0010
C -1.261 -2.386 -7.216 0.1 0.0 0.6 0.0000
C 0.555 -4.506 -6.923 -0.1 0.3 -0.1 0.0000
C -0.130 -2.229 -6.390 -0.4 -1.4 -1.2 0.0000
C -1.522 -3.629 -7.803 0.4 -0.2 0.0 0.0000
C 2.255 0.427 -2.963 0.0 -0.1 0.1 -0.0003
C -0.439 1.534 -3.057 0.0 -0.1 0.1 -0.0007
C 1.776 3.150 -2.206 0.0 0.1 -0.1 0.0020
C -2.269 -2.868 4.463 0.2 0.5 0.4 0.0002
C 4.026 1.357 0.644 -0.2 -0.4 -0.2 -0.0010
C -0.733 -1.759 5.949 -0.6 0.0 -0.3 0.0000
C 0.077 -2.632 3.812 0.0 -1.0 0.5 -0.0001
C -1.327 3.988 -0.114 0.3 0.0 0.0 0.0001
C 2.926 1.290 3.221 -0.4 -0.5 0.1 -0.0011
C 2.435 3.470 1.566 -0.5 0.0 -0.2 0.0001
C -0.249 0.086 4.442 -0.2 0.2 0.1 -0.0003
C -0.628 -4.700 -7.639 -0.2 0.4 0.1 0.0000
C -3.112 1.784 -0.137 0.2 -0.1 0.0 0.0007
C 0.327 -2.172 -0.952 2.8 -1.9 0.5 0.0007
H -1.278 3.236 2.894 -0.3 -0.1 -0.1 0.0001
H -2.903 3.555 2.213 0.2 -0.2 0.1 -0.0002
H -1.235 3.918 -1.206 0.0 0.1 0.3 0.0003
H -2.218 4.578 0.135 0.2 -0.1 -0.1 -0.0001
H -0.016 -3.490 3.125 0.0 0.3 0.1 0.0002
H -0.533 1.117 4.154 0.1 -0.5 0.1 0.0000
H 1.128 3.887 -1.715 0.2 -0.1 -0.2 0.0000
H -0.134 1.844 -4.069 -0.2 -0.1 0.2 0.0000
H -1.950 -1.547 -7.355 0.1 -0.4 0.1 0.0000
H -1.179 2.241 -2.661 0.3 -0.1 -0.1 -0.0001
H 2.322 3.909 0.569 0.0 0.0 0.2 -0.0001
H 4.259 0.284 0.636 0.1 0.2 -0.1 0.0004
H -2.893 -3.105 5.343 0.2 -0.1 -0.5 0.0000
H -2.368 -3.625 3.684 -0.1 0.0 0.2 0.0000
H -0.919 0.545 -3.115 0.2 0.2 -0.1 -0.0003
H -0.441 4.483 0.308 -0.3 -0.1 -0.2 -0.0001
H 3.930 1.687 3.418 -0.2 0.0 -0.2 0.0000
H 0.768 0.123 4.873 -0.4 -0.1 -0.3 0.0000
H 1.624 3.825 2.211 0.1 0.0 -0.1 0.0001
H 2.356 0.820 -3.987 0.0 -0.3 0.3 -0.0002
H 3.231 0.428 -2.460 -0.2 0.1 -0.1 0.0001
H -2.439 -3.786 -8.379 0.4 0.2 0.2 0.0000
H 0.121 -1.918 -2.004 0.2 0.0 0.2 0.0002
H -2.868 0.449 4.563 -0.1 0.0 0.1 0.0000
H -0.511 -2.614 -0.367 0.5 0.2 -0.3 -0.0001
H 2.224 1.760 3.920 0.1 -0.1 -0.1 0.0000
H -2.513 1.927 2.854 0.1 0.3 -0.1 0.0004
H -1.407 -2.022 6.782 0.5 0.1 -0.2 0.0000
H 1.775 -2.430 0.647 -0.2 0.4 -0.2 0.0008
H -2.978 1.596 -1.212 -0.1 0.0 0.3 0.0001
H -0.850 -5.679 -8.067 0.0 0.3 0.1 0.0000
H -3.182 -0.806 5.825 0.1 0.3 -0.3 0.0000
H -3.495 0.873 0.346 0.0 0.2 -0.2 -0.0001
H 2.473 -1.707 -0.931 -0.6 0.1 0.2 0.0011
H 1.103 -2.664 4.219 -0.3 0.2 -0.2 -0.0001
H 4.816 1.880 1.198 -0.2 -0.1 -0.1 0.0000
H 0.306 -1.691 6.280 -0.2 -0.1 0.1 0.0000
H -0.963 -0.094 -5.346 0.3 -0.8 -0.5 0.0000
H 1.894 -0.610 -3.004 0.1 0.3 -0.2 -0.0007
H 3.385 3.821 1.990 -0.2 -0.2 -0.1 -0.0001
H 1.750 -3.100 -5.785 -0.1 -0.2 -0.1 0.0000
H 2.940 0.206 3.393 0.0 0.2 0.1 0.0002
H -3.840 2.590 -0.009 -0.1 -0.2 -0.1 0.0001
H 4.008 1.734 -0.386 0.0 -0.1 0.2 0.0003
H 2.774 3.201 -1.753 -0.2 0.0 -0.2 0.0000
H 1.268 -5.315 -6.792 -0.1 0.1 -0.2 0.0000
H -2.570 -0.321 2.243 0.3 -0.3 0.2 0.0005
H 1.841 3.364 -3.286 0.1 0.1 0.4 0.0000
H -2.296 -2.062 1.955 0.1 0.2 0.2 -0.0001
```
Forces are in eV/Å.

The largest force on an atom comes out at 3.84 eV/Å. The value obtained for the energy above the lowest of the compared OMol25 structures with the same formula, charge and spin is 8.79 kJ/mol. For the LUMO energy (alpha / beta), the calculation gives -11.07 / -10.99 eV. The charge is +3. The value obtained for the calculated total energy is -90008.342 eV. The highest occupied orbital energy (alpha / beta) is -14.264 / -14.264 eV. The spin multiplicity is 2. Its HOMO-LUMO gap (alpha / beta) is 3.2 / 3.3 eV.

A molecular structure, C23H44Br3ClN6O4P, computed with wB97M-V/def2-TZVPD.

```
82
Properties=species:S:1:pos:R:3:forces:R:3:mulliken_charge:R:1
Br -2.382 3.246 -2.104 -0.2 0.5 -0.6 -0.0437
Br 2.123 0.287 -1.467 0.0 -0.8 0.1 0.0884
Br 0.474 2.724 -1.090 0.0 1.0 0.0 0.1073
Cl 0.172 -4.595 -1.139 -0.2 -0.5 -0.2 -0.2302
P 1.707 -3.232 -0.871 0.2 0.5 0.2 -0.0943
O -1.231 3.828 3.344 0.0 -0.1 -0.1 -0.5578
O 1.834 -2.755 -2.403 0.1 0.1 -0.2 -0.4202
O 1.467 -1.008 0.776 0.1 -0.1 0.3 0.2875
O 4.846 1.095 4.910 0.0 -0.2 0.0 -0.3731
N -0.384 0.276 0.246 0.2 1.0 -0.4 1.2996
N -2.300 -0.333 -6.399 0.1 -0.4 -0.3 -0.2693
N -2.736 1.769 -7.302 0.7 0.1 -0.1 -0.4930
N -3.801 -2.916 -0.454 0.3 0.4 0.3 -0.4529
N -1.703 0.219 -8.677 -0.3 0.1 0.3 -0.6899
N 0.463 -2.880 1.375 0.7 -0.1 0.0 -0.3282
C -3.392 1.277 -0.493 -0.3 -0.3 0.2 -1.4221
C -1.760 -2.142 0.538 -0.2 0.9 0.1 -2.0087
C -3.259 -2.161 0.414 -0.3 0.0 -0.9 -1.4107
C -0.827 1.467 -0.627 -0.7 -0.4 0.1 -0.3034
C -2.181 0.513 -7.535 -0.1 0.3 0.0 0.4169
C 1.644 -3.115 2.242 -0.1 -0.4 0.2 -0.5785
C 0.656 -2.013 0.208 -0.4 0.0 0.2 -0.4367
C -1.188 -1.356 -1.717 0.2 0.2 0.0 -1.8941
C -0.381 2.916 2.657 -0.3 0.2 0.0 -0.5062
C 3.473 1.381 4.823 -0.1 0.2 0.1 -0.8742
C -1.599 -0.983 -4.141 0.1 0.2 0.1 -0.5904
C -0.699 -1.252 -0.254 -0.2 -0.9 0.1 3.3382
C 3.040 1.841 3.427 0.2 -0.1 -0.3 -0.7967
C -1.339 1.850 2.154 -0.3 0.0 0.3 -1.2080
C -2.091 1.810 -0.958 0.7 -0.6 0.5 0.2852
C 1.988 1.193 1.246 0.5 0.2 0.1 -1.0548
C -0.921 0.467 1.684 0.0 0.0 -0.2 0.5273
C -0.676 -0.649 -2.968 -0.1 0.3 -0.2 -0.5025
C 2.255 0.757 2.690 0.1 0.4 -0.1 -0.4935
C -1.310 -0.109 -5.346 0.0 0.2 -0.1 -0.7846
C 5.658 2.241 5.025 0.1 0.0 0.0 -0.6648
C 1.520 -2.446 3.611 0.0 0.1 -0.1 -1.1408
C 1.226 0.228 0.338 0.3 -0.3 -0.5 -1.1281
H 0.766 -1.660 3.573 0.0 0.0 0.0 0.2205
H -1.808 -0.143 1.732 -0.2 -0.1 -0.2 0.6332
H 5.319 2.876 5.848 0.0 0.0 0.1 0.3079
H -2.294 2.468 -7.884 -0.2 0.0 -0.2 0.2697
H 3.205 2.135 5.571 0.0 0.0 0.1 0.3723
H 0.331 -0.919 -3.244 0.4 -0.1 0.1 0.4837
H -4.141 2.064 -0.547 0.0 0.0 0.0 0.6652
H 1.154 -3.095 -2.992 -0.2 0.0 -0.2 0.3126
H 3.949 2.043 2.852 0.0 0.1 0.0 0.5377
H 2.456 -1.988 3.924 0.0 -0.1 0.1 0.2517
H -0.214 -0.029 2.340 0.1 0.1 0.0 -0.7786
H -3.755 0.474 -1.123 0.0 -0.3 -0.1 0.2097
H -1.473 -2.031 -4.425 -0.2 -0.1 0.1 0.3406
H 5.677 2.840 4.109 0.0 0.0 -0.1 0.2635
H -2.250 -1.135 -1.683 -0.2 0.0 0.1 0.1097
H -1.973 1.625 3.018 0.0 0.0 0.1 0.7397
H -3.834 -1.641 1.174 -0.2 0.3 0.1 0.5089
H 1.213 -3.162 4.369 0.0 0.0 0.1 0.4318
H -0.690 0.436 -2.863 0.1 0.0 0.1 0.1153
H 0.122 3.427 1.837 0.1 0.0 -0.1 0.4957
H -0.868 4.712 3.291 0.1 0.2 0.1 0.3925
H -3.349 0.972 0.540 0.0 -0.4 0.3 0.2136
H 0.344 2.502 3.351 0.2 -0.1 0.0 -0.0023
H 1.687 -4.195 2.387 0.1 0.0 0.0 0.5622
H -1.363 -0.735 -8.713 0.0 -0.1 0.0 0.2177
H -4.814 -2.947 -0.361 -0.1 0.1 0.0 0.2930
H -1.354 0.939 -5.040 0.0 0.0 0.0 0.3607
H 2.889 -0.127 2.672 -0.2 -0.2 0.1 0.4470
H 2.958 0.457 5.089 0.0 0.0 0.0 0.4087
H 6.667 1.893 5.231 0.0 0.0 0.0 0.2694
H -2.698 2.057 -6.337 -0.3 -0.1 0.1 0.2469
H -2.023 2.334 1.459 0.1 -0.1 -0.1 -0.0019
H -1.543 -2.100 1.597 0.1 -0.2 0.1 0.6665
H -1.167 -2.427 -1.912 0.0 -0.1 0.0 1.0588
H -1.493 -3.132 0.184 0.1 0.0 0.0 1.0200
H -2.636 -0.804 -3.850 -0.1 -0.2 0.0 0.2814
H -0.290 -0.283 -5.709 0.1 0.0 0.0 0.3104
H 0.090 -3.769 1.087 -0.1 -0.1 0.1 0.4776
H 1.643 2.217 1.179 -0.3 -0.1 0.1 0.1091
H 2.976 1.216 0.782 0.0 0.1 0.0 1.0117
H 2.582 -2.856 1.756 0.0 0.2 -0.1 0.3934
H 2.488 2.781 3.458 -0.1 0.0 0.1 0.4151
H 1.344 0.554 3.245 0.0 -0.2 0.1 0.4557
H -2.218 -1.285 -6.735 0.0 -0.1 0.1 0.3030
```
Forces are in eV/Å.

The largest force on an atom comes out at 1.07 eV/Å. For the LUMO energy, the calculation gives -2.79 eV. The charge is +1. The value obtained for the calculated total energy is -273623.672 eV. The highest occupied orbital energy is -11.013 eV. Its HOMO-LUMO gap is 8.2 eV.